60
Properties=species:S:1:pos:R:3:forces:R:3 method="wB97M-V/def2-TZVPD" e_lumo_ev="-8.92 / -9.31" homo_ev="-14.07 / -14.09" total_charge=+2 de_lowest_kcal_mol=32.58 multiplicity=4
P -0.433 2.222 -2.086 -0.9754 0.9377 -3.2959
P 0.790 -1.054 -2.255 0.6809 -0.1851 -2.2174
C 0.436 1.462 -3.552 0.4753 -0.5947 0.4037
C 0.208 -0.044 -3.721 0.1854 -0.1911 -0.0126
H 1.505 1.724 -3.466 -0.3121 -0.2468 -0.0482
H 0.046 2.016 -4.419 -0.0501 0.0479 0.2865
H -0.846 -0.300 -3.927 0.3273 0.2764 0.0689
H 0.793 -0.419 -4.572 -0.2264 0.2320 0.0106
C 2.591 -1.121 -2.681 -0.0938 -0.1230 0.1798
H 3.087 -1.747 -1.925 0.0739 0.2347 -0.2780
H 3.051 -0.118 -2.689 -0.1093 -0.3798 0.0503
H 2.722 -1.578 -3.669 0.0682 0.0736 0.2040
C 0.287 -2.720 -2.862 0.2349 -0.0278 -0.0082
H 0.841 -2.977 -3.782 -0.2991 0.0656 0.3489
H -0.790 -2.752 -3.073 0.2324 -0.0835 0.1075
H 0.544 -3.453 -2.084 -0.1764 0.0305 -0.2815
C -0.073 3.989 -2.404 0.2923 0.1571 0.8743
H -0.605 4.596 -1.656 0.2847 0.0013 -0.2716
H -0.425 4.272 -3.407 0.0202 -0.2835 0.2710
H 1.009 4.170 -2.348 -0.3087 0.0852 0.0895
C -2.168 2.168 -2.703 -0.2455 -0.2596 0.6045
H -2.527 1.145 -2.895 0.1482 0.4688 0.1643
H -2.245 2.737 -3.639 0.1921 -0.0478 0.3006
H -2.790 2.646 -1.935 -0.1312 -0.1310 -0.3298
Re -0.498 0.224 1.843 0.9135 -0.3324 1.1231
C -0.005 -1.635 0.516 1.2373 -0.0135 0.7858
C 1.149 -0.841 0.726 0.1401 -1.9795 0.5067
C 1.812 0.399 0.198 0.9864 0.5321 0.1596
C 1.133 1.782 0.305 1.2627 0.5763 -0.3552
C -0.350 1.878 0.509 -0.9126 0.7356 0.4891
C -1.527 1.023 0.213 -0.6572 0.0853 0.3205
C -1.696 -0.149 -0.719 -0.8112 -0.1001 -1.4109
C -1.364 -1.499 -0.108 -0.4004 0.2758 -0.1884
C -1.583 1.170 3.295 0.0292 -0.4168 1.0307
H 0.110 -2.622 0.986 -0.0513 0.4464 0.0240
H 1.879 -1.405 1.324 -0.4030 0.0809 -0.2516
H 2.185 0.220 -0.819 -0.4141 0.0298 0.3549
H 2.741 0.502 0.791 -0.4441 -0.1480 -0.2148
H 1.613 2.306 1.157 -0.4524 -0.1529 -0.3394
H 1.442 2.377 -0.570 0.2061 -0.1213 0.2943
H -0.650 2.897 0.804 0.0919 -0.5492 0.0314
H -2.459 1.581 0.364 0.3635 -0.0671 0.0160
H -1.128 -0.024 -1.659 -0.4503 -0.1251 0.7437
H -2.751 -0.176 -1.043 0.3160 -0.0382 0.2638
H -2.141 -1.702 0.672 0.5166 -0.2341 -0.3822
H -1.473 -2.288 -0.869 -0.0356 0.0769 0.2648
H -2.251 0.423 3.749 0.0308 0.3333 0.0700
H -2.152 2.011 2.888 0.0569 -0.0559 0.0050
H -0.876 1.500 4.075 -0.3101 0.0118 -0.0758
C 0.518 -2.708 5.810 -0.1293 0.2457 -0.2690
C 1.331 -1.598 5.544 0.1210 -0.0823 -0.1959
C 1.131 -0.833 4.384 -0.3644 -0.1757 0.0917
C 0.087 -1.187 3.533 -0.9247 0.8608 -0.6580
C -0.702 -2.315 3.740 0.3097 0.1314 0.6473
C -0.496 -3.067 4.912 0.1316 0.0626 -0.3484
H 0.673 -3.296 6.720 -0.0717 0.2643 -0.3526
H 2.130 -1.318 6.236 -0.2600 -0.1547 -0.2204
H 1.760 0.028 4.133 -0.1237 -0.1835 0.4047
H -1.465 -2.588 3.008 -0.0286 -0.0496 0.3940
H -1.134 -3.930 5.101 0.2435 0.1735 0.0205

49
Properties=species:S:1:pos:R:3:forces:R:3 method="wB97M-V/def2-TZVPD" e_lumo_ev="0.00 / -0.02" homo_ev="-2.21 / -10.42" multiplicity=2
C -1.305 -0.555 3.426 -0.4896 2.3011 4.7359
C 0.003 -1.049 2.965 -1.4420 -2.0347 0.1831
N 0.338 -0.591 1.634 1.2318 1.8397 1.3533
C -0.048 -0.901 0.393 0.9224 -2.3048 0.0833
N 0.561 -0.242 -0.611 0.2420 0.5631 0.5756
N -0.729 -2.079 0.158 1.3901 4.5835 3.6958
H -1.518 -0.813 4.534 0.5928 -0.2236 -1.5643
H -2.236 -0.529 3.024 -2.5302 -1.6123 -2.4918
H -1.323 0.546 3.562 1.0668 -0.0350 -0.1450
H 0.583 -0.684 3.809 1.3942 0.3659 -0.9814
H 0.100 -2.139 3.083 -0.2513 0.2175 -0.3831
H 0.933 0.227 1.831 -0.2415 -0.3458 -1.5791
H 1.511 0.199 -0.384 -2.2001 -0.8397 -0.5911
H 0.241 -0.466 -1.560 0.6145 0.1939 0.6088
H -0.853 -2.357 -0.731 -0.7065 -1.2992 -3.8124
H -0.809 -2.657 0.945 -0.5867 -0.8803 0.7320
H 2.404 0.838 -2.046 -0.5476 5.8145 3.8112
H 2.551 0.397 -3.376 0.4428 1.0498 -4.0158
O 2.496 0.120 -2.523 0.4286 -6.5565 -0.0584
H -0.816 3.219 -1.599 -0.5282 1.9907 1.2655
H -0.618 2.789 -3.059 -0.3285 1.0931 -2.2286
O -0.572 2.542 -2.174 1.2700 -3.1717 0.7974
H 2.439 -3.256 1.824 -1.8333 0.2575 -1.0217
H 1.015 -3.706 2.066 0.0455 0.2093 -0.8045
O 1.524 -3.226 1.375 1.6410 -1.5488 2.4308
H -4.286 -1.120 -0.039 2.9607 1.8298 1.1098
H -4.315 0.222 0.568 0.9042 0.2258 0.3605
O -3.575 -0.397 0.366 -3.8123 -2.0793 -1.3429
H 2.257 4.183 1.582 -0.9328 -0.7162 -1.9177
H 0.850 4.209 0.900 1.8614 -1.0959 -0.5287
O 1.788 3.844 0.744 -0.8714 1.6082 2.4975
H 2.045 -1.832 0.400 3.5627 1.5620 -0.3468
H 3.399 -2.471 0.358 0.2221 1.7759 -0.5238
O 3.074 -1.524 0.311 -2.7670 -3.1283 0.3020
H -0.353 -1.966 -3.188 2.7213 0.1197 -2.0940
H -1.753 -1.817 -3.069 -6.7652 1.4899 -4.0591
O -1.050 -1.971 -2.604 3.5144 -2.1819 6.9242
H 3.974 0.543 1.045 1.7905 -0.7647 -1.4157
H 3.076 1.857 1.142 0.4307 0.5412 -0.5732
O 3.255 0.969 1.430 -2.7174 0.5074 1.9390
H -2.285 1.606 -1.705 1.9265 -1.6892 -0.9805
H -3.773 1.354 -1.237 -0.9732 -2.0251 0.3346
O -3.104 1.949 -1.466 -1.3381 3.5489 -0.1522
H -2.223 3.154 -0.109 -1.6365 1.4160 -0.9837
H -1.744 1.861 0.121 0.5527 1.6295 1.6038
O -1.656 2.792 0.535 1.2736 -2.7566 0.1929
H 0.484 0.088 -3.716 1.1038 7.2322 4.0074
H -0.314 -0.511 -4.809 0.0121 0.2243 0.0159
O 0.356 -0.647 -4.129 -0.6198 -6.9008 -4.9648

160
Properties=species:S:1:pos:R:3:forces:R:3 method="wB97M-V/def2-TZVPD" e_lumo_ev=0.20 homo_ev=-9.03
C 1.273 -1.295 -15.625 -0.1734 0.1437 0.2934
S 1.744 -2.645 -14.546 0.4292 0.0793 -0.0275
O 2.879 -2.121 -13.736 0.0067 0.0030 0.0739
C 0.301 -2.592 -13.508 -0.2635 0.4536 0.2581
H 1.060 -0.430 -14.995 0.0582 -0.0235 0.0384
H 0.385 -1.567 -16.197 0.1625 -0.0181 -0.2126
H 2.143 -1.063 -16.231 -0.1034 -0.1417 -0.2466
H 0.360 -3.407 -12.794 -0.1420 -0.2380 -0.1050
H -0.587 -2.631 -14.139 -0.0595 -0.2220 0.1122
H 0.283 -1.657 -12.942 0.1673 0.0938 -0.1147
C -1.853 2.718 -14.606 -0.1118 -0.2390 0.6478
Cl -1.023 1.270 -15.176 0.0535 -0.0400 -0.0961
Cl -3.435 2.823 -15.356 -0.1554 0.0688 -0.1814
Cl -2.071 2.582 -12.836 0.0476 0.0112 -0.2208
Cl -0.897 4.137 -14.954 0.1142 0.2085 -0.1424
C -2.024 -6.747 -14.483 0.4446 -0.1400 0.1310
Cl -1.463 -7.776 -15.805 -0.1294 -0.0108 -0.0679
Cl -3.762 -6.862 -14.294 -0.1378 -0.0015 -0.0410
Cl -1.226 -7.281 -12.987 -0.0900 0.1053 -0.0202
Cl -1.556 -5.077 -14.824 -0.1030 -0.0832 0.0157
C 6.549 -4.155 -11.408 0.3097 -0.1975 0.5536
C 5.049 -3.959 -11.564 -0.0707 0.2250 -0.1843
C 4.435 -4.848 -12.643 0.2296 -0.4609 -0.1036
C 4.131 -6.270 -12.183 0.0658 0.2601 0.5070
C 3.649 -7.151 -13.318 0.2096 -0.3555 0.0813
C 3.438 -8.613 -12.927 -0.2288 -0.1808 0.0621
H 6.923 -3.618 -10.531 -0.0314 0.1179 -0.1159
H 7.124 -3.813 -12.269 -0.1140 -0.0201 -0.0924
H 6.806 -5.202 -11.215 -0.0641 0.0008 -0.1966
H 4.574 -4.146 -10.595 -0.1252 -0.0019 -0.0747
H 4.852 -2.915 -11.819 -0.0430 -0.0221 0.0583
H 5.159 -4.955 -13.461 -0.0596 0.2372 -0.0701
H 3.546 -4.398 -13.082 -0.0514 0.1084 0.1100
H 5.045 -6.694 -11.749 -0.0203 -0.1161 -0.1012
H 3.417 -6.247 -11.348 -0.1302 -0.0349 -0.1423
H 2.713 -6.767 -13.734 0.0683 0.1380 -0.0875
H 4.411 -7.095 -14.104 -0.1254 -0.0055 -0.1078
H 3.417 -9.263 -13.805 -0.0423 0.0363 0.0054
H 4.210 -9.001 -12.258 0.1325 0.1657 -0.0774
H 2.487 -8.750 -12.405 0.0271 0.0502 -0.0034
C 1.437 -5.006 -23.022 0.0085 0.0750 0.1221
C 1.397 -5.634 -21.633 0.2533 0.1544 0.1561
C 0.320 -5.009 -20.745 -0.0461 0.0992 -0.2634
C -0.044 -5.852 -19.538 0.4509 -0.3114 0.6066
C 1.003 -5.797 -18.399 -0.4483 0.2301 -0.6311
C 0.996 -4.474 -17.641 0.0369 0.1083 0.2298
H 0.452 -5.083 -23.487 0.0804 -0.0694 -0.1481
H 2.185 -5.481 -23.657 -0.0894 -0.0612 -0.0656
H 1.688 -3.943 -22.979 -0.0247 -0.0037 0.0965
H 1.240 -6.714 -21.710 -0.1192 0.0239 -0.0627
H 2.374 -5.512 -21.152 -0.0117 -0.0570 -0.0468
H -0.571 -4.838 -21.360 -0.0224 -0.0076 0.0601
H 0.664 -4.022 -20.416 -0.1121 0.0415 -0.0609
H -1.016 -5.556 -19.130 -0.0124 -0.0262 -0.0284
H -0.117 -6.904 -19.832 -0.2206 0.0846 -0.1616
H 0.829 -6.659 -17.753 0.0807 0.1396 0.2196
H 1.992 -5.913 -18.854 0.0295 -0.2181 0.1632
H 1.499 -3.702 -18.229 0.0316 0.0461 0.0960
H -0.002 -4.082 -17.410 -0.0599 -0.2974 -0.1549
H 1.503 -4.560 -16.679 0.1871 0.0035 -0.1093
C 6.492 3.703 -20.336 -0.5853 -0.1144 -0.1050
C 7.282 3.449 -19.062 0.1216 0.1776 -0.1641
C 6.894 2.157 -18.362 0.8288 -0.4724 0.0899
C 5.461 2.115 -17.874 -0.2074 -0.1196 -0.8094
C 5.194 0.999 -16.879 0.3001 0.0206 0.3840
C 3.891 1.177 -16.113 0.1437 -0.2486 0.2152
H 5.449 3.963 -20.124 0.0946 0.0269 0.0683
H 6.441 2.799 -20.951 0.1836 0.0579 -0.0325
H 6.899 4.510 -20.944 0.1161 0.0035 0.0428
H 8.345 3.428 -19.317 0.0063 -0.0543 0.1105
H 7.143 4.284 -18.367 0.0443 0.0002 -0.0378
H 7.599 1.961 -17.542 -0.2015 0.2919 0.1499
H 7.095 1.306 -19.030 -0.2254 0.1244 -0.1062
H 5.169 3.100 -17.496 0.0489 -0.0909 0.2746
H 4.846 1.950 -18.770 -0.2107 0.1288 0.2071
H 5.184 0.035 -17.393 0.0105 0.0296 -0.0716
H 6.049 0.938 -16.194 -0.1485 0.0820 0.1110
H 3.065 0.958 -16.792 -0.2240 0.3229 0.1628
H 3.812 0.511 -15.249 0.0583 -0.2213 -0.1990
H 3.810 2.179 -15.688 -0.1326 0.1147 -0.2967
C -1.871 4.126 -6.157 0.0197 0.1239 -0.2369
C -1.831 2.880 -7.031 -0.2136 -0.3745 0.4282
C -0.557 2.765 -7.853 -0.0107 0.0233 -0.2470
C -0.244 1.348 -8.307 0.5081 -0.5599 0.0534
C -1.136 0.856 -9.444 0.1777 0.2062 0.2286
C -0.724 -0.499 -9.966 -0.0324 -0.7299 -0.6028
H -1.056 4.096 -5.431 -0.0535 0.0135 0.0653
H -2.818 4.211 -5.625 0.0295 0.0199 0.0624
H -1.733 5.035 -6.750 -0.0578 -0.0202 -0.0122
H -1.892 2.005 -6.370 0.0484 0.0422 -0.0181
H -2.727 2.806 -7.653 0.0747 0.1650 -0.1191
H 0.272 3.185 -7.277 0.0410 -0.1212 0.0250
H -0.643 3.375 -8.760 0.0449 0.1612 0.1180
H 0.810 1.257 -8.604 -0.1148 0.2716 -0.2655
H -0.296 0.621 -7.484 -0.2767 0.2441 0.1232
H -2.168 0.826 -9.082 -0.0544 0.0115 -0.1764
H -1.088 1.576 -10.267 -0.0739 0.0608 0.0731
H 0.333 -0.554 -10.247 0.0227 0.1870 0.2113
H -0.919 -1.320 -9.271 0.0513 0.1647 0.1651
H -1.263 -0.764 -10.883 -0.1277 0.1073 0.0916
C -3.992 -7.805 -9.374 -0.3881 0.1245 0.1863
C -2.907 -7.809 -8.310 0.1723 0.0742 0.3287
C -1.529 -7.490 -8.873 0.3419 0.1325 -0.2844
C -1.354 -6.014 -9.278 -0.9053 -0.9566 -0.2212
C 0.056 -5.671 -9.665 0.7777 0.6364 0.5840
C 0.304 -4.175 -9.775 0.5290 0.4511 -0.4063
H -3.904 -8.666 -10.037 0.1121 0.0883 -0.1314
H -3.963 -6.881 -9.953 0.0556 -0.0901 -0.1699
H -4.993 -7.843 -8.936 0.0709 -0.0897 0.0699
H -3.128 -7.071 -7.530 -0.1125 -0.0235 -0.0541
H -2.877 -8.775 -7.800 -0.0558 -0.0343 -0.0694
H -1.361 -8.128 -9.753 0.0959 0.0450 0.0331
H -0.735 -7.741 -8.163 -0.1401 -0.0566 0.1065
H -2.045 -5.843 -10.112 0.1543 0.2851 -0.0386
H -1.727 -5.396 -8.454 0.2783 0.1296 0.0199
H 0.745 -6.007 -8.878 -0.1508 -0.2674 -0.0612
H 0.399 -6.155 -10.583 -0.2659 -0.1503 -0.0360
H -0.231 -3.706 -10.603 -0.2666 -0.0336 0.0453
H 0.070 -3.622 -8.863 -0.2166 -0.1723 0.0458
H 1.364 -3.971 -9.969 -0.0496 -0.0972 -0.0156
C -3.535 -3.091 -20.903 -0.0788 -0.3872 -0.2029
C -2.417 -2.135 -20.501 -0.0623 0.3666 0.2239
C -1.968 -2.320 -19.059 -0.2787 -0.2330 0.7940
C -3.109 -2.178 -18.030 0.2009 0.1436 -0.0936
C -2.554 -2.056 -16.616 0.3294 0.3777 0.0272
C -3.559 -1.976 -15.477 -0.0907 -0.0610 -0.2697
H -3.435 -4.058 -20.400 0.1019 0.0364 -0.0214
H -3.517 -3.297 -21.975 -0.0256 0.0796 0.0047
H -4.536 -2.726 -20.669 0.0763 0.1255 0.1063
H -1.571 -2.233 -21.183 0.0593 -0.0881 0.0638
H -2.763 -1.098 -20.594 -0.0018 -0.0627 -0.1636
H -1.203 -1.596 -18.756 0.0726 0.0392 -0.3526
H -1.520 -3.310 -18.901 -0.0036 0.0826 -0.2364
H -3.673 -1.262 -18.252 -0.1076 -0.1187 -0.0246
H -3.800 -3.022 -18.098 -0.0283 0.0325 -0.0153
H -1.830 -2.857 -16.421 -0.1370 -0.1374 -0.1012
H -1.957 -1.134 -16.580 0.0017 -0.0684 -0.0559
H -4.250 -2.822 -15.473 0.1645 -0.1138 0.1064
H -3.004 -1.939 -14.538 -0.2636 -0.0218 0.1668
H -4.179 -1.080 -15.555 0.1130 0.0695 0.0217
C 8.404 -8.191 -15.118 0.5149 0.0520 -0.5021
C 8.353 -6.665 -15.051 -0.2507 -0.4224 0.1279
C 7.173 -6.101 -15.848 0.4931 0.2481 0.1327
C 6.978 -4.605 -15.601 0.4428 -0.1083 -0.1728
C 5.751 -4.017 -16.260 -0.5123 0.1554 -0.3021
C 5.555 -2.523 -15.998 -0.1993 -0.3113 0.1265
H 9.216 -8.601 -14.513 -0.1781 0.0388 0.2400
H 8.631 -8.538 -16.133 -0.2612 0.0758 -0.0179
H 7.449 -8.616 -14.813 0.0414 -0.1171 0.0941
H 8.278 -6.402 -13.991 -0.0705 0.2774 -0.0947
H 9.277 -6.229 -15.437 0.0669 -0.0079 0.1069
H 6.270 -6.673 -15.614 -0.0728 0.0908 -0.0216
H 7.410 -6.243 -16.908 -0.2934 -0.1431 -0.0373
H 6.993 -4.408 -14.525 -0.1725 0.0389 -0.0145
H 7.859 -4.090 -16.009 -0.0308 0.0084 0.1324
H 5.797 -4.169 -17.346 0.1754 -0.0658 0.0690
H 4.844 -4.556 -15.955 0.1138 0.0240 0.1781
H 4.668 -2.179 -16.535 0.0680 0.1359 -0.0327
H 5.367 -2.327 -14.940 0.0827 0.0101 -0.0045
H 6.416 -1.938 -16.325 -0.0024 0.0006 -0.0102

41
Properties=species:S:1:pos:R:3:forces:R:3 method="wB97M-V/def2-TZVPD" smiles="CSc1nn2c(Nc3cc(Cl)cc(Cl)c3)c3c(nc2c1C)CCNC3=O" e_lumo_ev=0.05 homo_ev=-8.09 de_lowest_kcal_mol=2.54
O 0.952 -2.965 2.209 0.3114 -1.1522 -1.1090
Cl 3.765 2.459 -1.996 0.1419 -0.1988 -0.0765
Cl 4.019 -2.580 -4.185 -0.3360 0.4603 0.2578
N -0.442 0.817 -1.302 2.1559 -1.7457 -0.2139
N -2.051 0.686 1.878 0.2830 -0.5366 0.0537
S -1.504 2.670 -2.977 0.8968 -0.4630 0.5437
C -0.102 -2.395 2.489 2.5412 0.3116 1.1816
C -1.297 1.768 -1.455 -1.8865 0.3938 1.3222
C -1.512 -0.369 2.416 0.4374 0.2133 -0.6902
C -0.503 -1.221 1.773 -2.3522 1.9869 0.4216
C -1.651 0.961 0.614 -0.0626 0.1250 -0.2415
C 0.039 -0.761 0.575 1.3016 -1.2059 -1.5152
C -2.116 1.882 -0.255 -0.8417 1.9291 -1.6851
C 3.809 -0.075 -3.019 -0.3167 -0.8155 -0.5862
C 2.451 0.324 -1.040 -0.1488 -0.2436 0.6298
C 2.510 -1.868 -1.998 0.1622 -0.1232 -0.4812
C 3.352 0.769 -2.000 -0.6701 -0.7770 -0.4072
C 3.375 -1.435 -3.041 -0.1826 1.5100 2.1291
C 2.009 -1.011 -0.994 0.9777 0.8737 -1.5578
N -0.614 0.305 -0.045 0.7090 -0.7009 0.5853
N 1.119 -1.462 0.002 -1.4521 1.1854 0.1609
N -0.650 -2.707 3.691 -1.3406 -0.3555 0.2444
C 0.172 2.357 -3.659 0.0498 -0.2417 -0.2448
C -3.249 2.871 -0.094 -0.2815 -0.6522 0.9509
C -1.870 -0.610 3.840 0.5332 -0.5490 0.1533
C -1.893 -2.087 4.161 0.1222 -0.6122 0.9919
H 4.414 0.323 -3.842 -0.0937 -0.2280 0.5126
H 2.077 1.016 -0.288 0.1759 -0.0453 -0.1898
H 2.211 -2.906 -2.007 -0.0936 -0.0995 0.0525
H 1.385 -2.287 0.545 -0.2295 0.1820 0.2032
H -0.432 -3.663 3.996 -0.0230 0.8123 -0.1502
H 0.306 2.913 -4.597 -0.3280 -0.0168 0.3479
H 0.931 2.684 -2.947 -0.1597 -0.0073 -0.0329
H 0.330 1.292 -3.879 -0.2077 0.3268 0.1973
H -4.039 2.708 -0.835 0.2086 0.0654 -0.0243
H -3.738 2.772 0.901 0.4420 -0.0914 -0.5974
H -2.904 3.896 -0.159 0.1206 0.2030 -0.2022
H -2.831 -0.173 4.026 -0.4632 0.3171 0.1479
H -1.127 -0.114 4.489 -0.1942 -0.1188 -0.2778
H -2.774 -2.595 3.731 0.1737 0.2523 0.1387
H -1.927 -2.187 5.277 -0.0800 -0.1678 -0.9432

Computed largest force on an atom (eV/A) in order:
3.563, 8.524, 1.336, 3.108
Computed E_tot (Eh) in order:
-1581.8613, -1125.1238, -5969.9782, -2324.4351